1.
{
  "formula": "C4H18NO7S",
  "method": "ωB97M-V/def2-TZVPD",
  "symbols": ["O", "C", "O", "C", "C", "C", "S", "N", "H", "H", "H", "H", "H", "H", "H", "H", "H", "H", "O", "H", "H", "O", "H", "H", "O", "H", "H", "O", "H", "H", "O"],
  "positions_angstrom": [[-0.005500, 0.085108, -1.321350], [-0.695037, -0.739415, -0.694264], [-1.881460, -1.104368, -0.865405], [-0.111422, -1.161855, 0.721164], [0.181835, 0.099632, 1.597449], [1.013304, -0.300594, 2.825550], [2.796669, -0.389432, 2.543916], [-1.000419, -2.038996, 1.478199], [0.898634, -1.571917, 0.582590], [-0.753212, 0.498315, 1.999403], [0.669003, 0.840512, 0.963363], [0.815752, 0.396102, 3.651897], [0.729197, -1.269027, 3.236804], [2.774634, 0.006695, 1.258627], [-1.857379, -2.225152, 0.965906], [-1.348523, -1.524110, 2.279886], [-2.867668, -0.516423, -2.929615], [-2.819319, 0.862568, -2.232330], [-2.714742, 0.416854, -3.072655], [-3.337440, 0.951285, 1.045006], [-3.091735, -0.169993, 0.133321], [-3.828443, 0.211951, 0.661970], [-0.093834, 2.327708, -1.307375], [-1.340680, 3.141093, -1.294297], [-0.566471, 2.959648, -0.751400], [1.644010, -1.109077, -2.087118], [0.631981, -1.117651, -3.083217], [1.578687, -1.314913, -3.030261], [2.765835, 3.371363, -1.014936], [2.180367, 2.077970, -1.409862], [3.045826, 2.499026, -1.310510]],
  "forces_ev_per_a": [[0.2, -0.2, -0.6], [-0.4, 0.7, 2.6], [0.1, -0.1, -0.8], [0.0, 0.9, 0.1], [-0.1, -1.0, -0.3], [-0.3, 0.4, 0.5], [0.3, 0.1, -0.3], [0.0, -0.3, 0.3], [-0.3, -0.5, -0.2], [-0.1, 0.2, -0.3], [0.0, 0.2, 0.3], [0.3, 0.1, -0.3], [-0.2, -0.1, -0.4], [0.0, 0.0, 0.2], [0.3, 0.0, -0.6], [0.1, -0.1, 0.1], [0.2, -0.1, 0.7], [0.1, -0.5, 0.3], [-0.3, 0.7, -1.2], [-0.4, 0.1, 0.2], [-0.4, -0.6, -0.2], [0.9, 0.4, -0.1], [-0.1, -0.6, 0.2], [-0.1, 0.1, 0.1], [0.0, 0.3, -0.3], [0.4, 0.1, -0.1], [0.0, 0.1, -0.5], [-0.3, -0.2, 0.3], [0.3, 0.2, 0.1], [0.3, -0.5, -0.1], [-0.6, 0.2, 0.1]],
  "total_charge": -1
}


2.
{
  "formula": "C5H13N2",
  "method": "ωB97M-V/def2-TZVPD",
  "symbols": ["C", "N", "C", "C", "C", "C", "N", "H", "H", "H", "H", "H", "H", "H", "H", "H", "H", "H", "H", "H"],
  "positions_angstrom": [[0.892689, 1.119861, 2.910775], [0.848899, 1.195642, 1.464504], [-0.146806, 0.592121, 0.703242], [-0.570329, 0.934808, -0.612535], [-1.216112, -0.110709, -1.432554], [-0.810726, -1.588122, -1.271850], [0.677982, -1.656124, -1.684517], [0.270825, 1.910435, 3.378172], [0.725654, 0.088803, 3.316308], [1.943731, 1.163264, 3.248852], [1.117922, 2.058326, 1.053855], [-0.740805, -0.213017, 1.234933], [-0.247241, 1.825094, -1.052271], [-1.122910, 0.142051, -2.569734], [-2.260631, -0.187422, -1.116176], [-0.989319, -2.178138, -0.384709], [-1.318792, -2.137288, -2.110395], [0.856679, -0.617502, -1.491362], [0.887962, -2.031271, -2.624263], [1.296455, -2.287720, -1.125587]],
  "forces_ev_per_a": [[0.8, -0.6, 1.0], [-1.8, -1.3, -1.0], [-1.1, 0.5, -1.1], [2.3, -2.2, 3.9], [-1.7, -0.6, -1.1], [0.1, -0.9, -3.0], [0.7, 0.0, 1.2], [0.4, -0.7, 0.0], [-0.9, 0.8, -0.7], [-0.3, 0.9, -0.3], [0.6, 0.8, -0.1], [1.2, 0.6, -0.6], [0.6, 1.2, -0.7], [-0.5, -0.4, 2.1], [-0.5, 0.3, -0.8], [0.2, 0.5, 0.5], [0.2, 0.4, 1.0], [1.1, -1.3, -0.5], [-0.6, 1.0, 0.1], [-0.7, 1.0, 0.2]],
  "smiles": "CN/C=C/CC[NH3+]",
  "total_charge": 1
}


Q: Which ΔE to the lowest compared entry with this formula, charge and spin values were calculated for the entries above? A: 114.55; 301.59, in kJ/mol.
Q: Which HOMO-LUMO gap values were calculated for the entries above? A: 8.61; 8.19, in eV.